Computed, not measured: 2 unconnected molecules or ions with the total composition C5H8O2, with the ωB97M-V functional and the def2-TZVPD basis.

Output
SMILES string = CC(O)=C=O.C=C
Orbital gap = 8.956 eV
Energy relative to the best compared isomer or geometry (same formula, charge and spin) = 66.7 kcal/mol
Calculated total energy = -9406.9392 eV

Each line ends with the natural charge from an NBO analysis.
Element x y z (Å)
C 2.30 0.70 0.56  -0.62
C 0.98 0.11 0.16  -0.03
O 0.63 -1.13 0.65  -0.68
C 0.23 0.88 -0.61  0.66
O -0.26 1.75 -1.24  -0.48
H 2.41 0.67 1.65  0.22
H 3.14 0.15 0.10  0.20
H 2.37 1.74 0.23  0.23
H 1.30 -1.76 0.36  0.47
C -2.19 -0.66 0.34  -0.37
C -2.21 -0.39 -0.96  -0.41
H -1.80 -1.60 0.72  0.21
H -2.52 0.06 1.08  0.19
H -1.84 -1.09 -1.70  0.20
H -2.55 0.57 -1.34  0.20

Computed, not measured: a molecular structure, C24H23FGe2N2O5S4Ti, with the ωB97M-V functional and the def2-TZVPD basis.

Output
Orbital gap = 7.322 eV
Energy relative to the best compared isomer or geometry (same formula, charge and spin) = 17.2 kcal/mol
Calculated total energy = -220687.4020 eV

Each line ends with the natural charge from an NBO analysis.
Element x y z (Å)
Ti -0.55 -0.50 0.21  1.15
O -4.37 -3.47 3.72  -0.53
C -3.42 -3.03 3.13  0.19
S -2.71 -3.77 1.70  0.39
C -1.41 -2.62 1.48  -0.42
C -1.32 -1.61 2.39  -0.47
S -0.11 -0.34 2.42  -0.04
S -2.56 -1.57 3.64  0.36
S -0.45 -2.83 0.03  -0.09
C 0.69 -1.67 -3.23  -1.06
Ge 1.66 -0.02 -2.77  1.18
C 3.41 -0.09 -3.63  -1.06
C 0.67 1.53 -3.44  -1.06
Ge 1.91 0.14 -0.34  0.65
C 2.37 1.95 0.22  -0.32
C 2.95 2.82 -0.69  -0.23
C 3.29 4.12 -0.32  -0.21
C 3.05 4.56 0.97  -0.19
C 2.47 3.70 1.89  -0.21
C 2.13 2.40 1.52  -0.24
C 3.13 -1.19 0.41  -0.32
C 3.56 -2.27 -0.36  -0.24
C 4.40 -3.23 0.19  -0.21
C 4.82 -3.12 1.50  -0.19
C 4.40 -2.04 2.27  -0.21
C 3.55 -1.09 1.73  -0.23
H 0.73 -1.82 -4.31  0.24
H -0.36 -1.62 -2.93  0.22
H 1.15 -2.54 -2.75  0.23
H 3.27 -0.19 -4.71  0.23
H 4.00 -0.93 -3.27  0.23
H 3.96 0.84 -3.44  0.23
H 0.42 1.38 -4.49  0.23
H 1.27 2.43 -3.35  0.24
H -0.25 1.68 -2.88  0.24
H 3.15 2.49 -1.71  0.21
H 3.75 4.79 -1.04  0.22
H 3.31 5.57 1.26  0.22
H 2.28 4.03 2.90  0.22
H 1.67 1.75 2.25  0.20
H 3.23 -2.37 -1.39  0.20
H 4.73 -4.07 -0.42  0.22
H 5.48 -3.86 1.93  0.21
H 4.72 -1.95 3.30  0.22
H 3.23 -0.25 2.34  0.21
F -5.11 -2.72 -0.19  -0.29
C -5.37 -1.46 0.15  0.24
C -4.38 -0.61 0.44  0.00
N -4.60 0.72 0.75  -0.42
C -3.50 1.62 1.08  -0.32
C -2.56 1.88 -0.10  0.79
O -2.65 2.89 -0.74  -0.53
O -1.62 0.95 -0.30  -0.85
C -5.90 1.22 0.85  0.79
O -6.15 2.36 1.17  -0.61
N -6.88 0.30 0.55  -0.63
C -6.76 -1.04 0.19  0.60
O -7.73 -1.73 -0.05  -0.55
H -3.35 -0.94 0.38  0.20
H -2.93 1.23 1.93  0.22
H -3.95 2.57 1.35  0.28
H -7.82 0.66 0.61  0.44

Computed, not measured: a single C20H23FN6O molecule in a non-equilibrium geometry, with the ωB97M-V functional and the def2-TZVPD basis.

Output
SMILES string = O=C(CCc1nnc2ccc(NCc3ccc(F)cc3)nn12)NC1CCCC1
Orbital gap = 8.725 eV
Energy relative to the best compared isomer or geometry (same formula, charge and spin) = 1.8 kcal/mol
Calculated total energy = -34819.1248 eV

Each line ends with the natural charge from an NBO analysis.
Element x y z (Å)
O 0.65 -3.11 -3.24  -0.65
C 0.34 -3.02 -2.06  0.68
C -1.06 -2.61 -1.62  -0.48
C -1.09 -1.18 -1.07  -0.45
C -0.72 -1.08 0.36  0.33
N 0.02 -1.89 1.08  -0.31
N 0.11 -1.45 2.33  -0.26
C -0.58 -0.33 2.41  0.23
C -0.85 0.57 3.45  -0.14
C -1.64 1.64 3.17  -0.26
C -2.17 1.81 1.84  0.38
N -3.02 2.84 1.60  -0.57
C -3.46 3.18 0.27  -0.24
C -2.47 4.07 -0.43  -0.07
C -2.55 5.45 -0.32  -0.19
C -1.61 6.27 -0.91  -0.28
C -0.58 5.69 -1.62  0.40
F 0.34 6.48 -2.20  -0.32
C -0.46 4.32 -1.75  -0.27
C -1.42 3.51 -1.15  -0.18
N -1.91 0.98 0.86  -0.33
N -1.14 -0.06 1.16  -0.15
N 1.16 -3.30 -1.04  -0.65
C 2.56 -3.63 -1.20  -0.06
C 2.94 -4.79 -0.28  -0.41
C 3.41 -4.11 1.00  -0.41
C 4.25 -2.95 0.46  -0.40
C 3.46 -2.45 -0.75  -0.42
H -1.43 -3.30 -0.87  0.22
H -1.70 -2.66 -2.51  0.24
H -0.42 -0.55 -1.66  0.23
H -2.10 -0.75 -1.17  0.24
H -0.43 0.40 4.43  0.24
H -1.88 2.37 3.92  0.22
H -3.03 3.58 2.28  0.39
H -4.43 3.68 0.35  0.21
H -3.58 2.24 -0.28  0.24
H -3.37 5.90 0.24  0.21
H -1.67 7.35 -0.84  0.23
H 0.35 3.90 -2.31  0.23
H -1.35 2.44 -1.24  0.23
H 0.85 -3.08 -0.10  0.43
H 2.70 -3.87 -2.26  0.23
H 2.09 -5.46 -0.12  0.22
H 3.76 -5.36 -0.72  0.20
H 3.98 -4.77 1.65  0.21
H 2.56 -3.73 1.56  0.20
H 5.23 -3.32 0.15  0.19
H 4.40 -2.17 1.21  0.21
H 2.83 -1.61 -0.48  0.21
H 4.12 -2.12 -1.55  0.21

Computed, not measured: a gas-phase ion, CH3N2S (charge +1) in a non-equilibrium geometry, with the ωB97M-V functional and the def2-TZVPD basis.

Output
Orbital gap = 9.799 eV
Energy relative to the best compared isomer or geometry (same formula, charge and spin) = 5.6 kcal/mol
Calculated total energy = -14891.4895 eV
Total charge = +1

Each line ends with the natural charge from an NBO analysis.
Element x y z (Å)
C -0.87 0.15 0.06  0.30
N -1.41 -1.13 0.19  -0.58
N 0.33 0.65 0.20  -0.69
S -2.49 0.32 -0.03  0.62
H -1.40 -1.82 -0.54  0.42
H 1.34 0.22 0.06  0.48
H 0.55 1.62 0.30  0.45